Density functional theory data (ωB97M-V/def2-TZVPD) for C59H61N6OPPbSeSiTe as an isolated structure.

Values from the calculation:
* strongest force on any atom: 0.3 eV/A
* E_tot: -6181.25516 Eh
* energy relative to the best compared isomer or geometry (same formula, charge and spin): 4.086 eV
* orbital gap: 5.11 eV

```
! RIJCOSX wB97M-V def2-TZVPD def2/J DEFGRID3
* xyz 2 1
Pb 0.3211 0.1463 0.0971
C -6.4679 -2.3906 1.9936
C -5.2098 -1.6476 1.6720
C -5.2767 -0.1639 1.6076
C -4.0635 0.5210 0.9314
C -2.9020 -0.2967 0.4368
N -1.9524 0.3227 -0.3631
C -2.2420 1.4625 -1.1147
C -2.7919 2.6660 -0.6295
C -2.9936 3.7788 -1.4120
C -2.6593 3.8071 -2.7688
C -2.8208 5.0505 -3.5931
C -2.1385 2.6463 -3.2958
C -1.9397 1.5189 -2.4929
N -1.4653 0.3752 -3.1943
C -1.9546 -0.0004 -4.4770
C -1.3019 -1.1044 -4.8257
C -0.3798 -1.4324 -3.7250
N -0.5782 -0.3922 -2.7423
C -2.8363 -1.5622 0.9383
C -4.0495 -2.2466 1.4193
N -1.6692 -2.3888 0.9689
C -1.5609 -3.6163 1.5246
C -0.2735 -4.0724 1.3295
C 0.3586 -3.0428 0.6504
N -0.4842 -2.0288 0.4407
H -7.0405 -1.8785 2.7697
H -6.2650 -3.4048 2.3356
H -7.1144 -2.4494 1.1136
H -6.2236 0.1487 1.1631
H -4.3937 1.2107 0.1618
H -3.0239 2.7427 0.4164
H -3.4027 4.6686 -0.9473
H -3.6889 5.6242 -3.2718
H -2.9404 4.8148 -4.6501
H -1.9455 5.6962 -3.4929
H -1.8358 2.6131 -4.3354
H -2.7361 0.5772 -4.9386
H -1.4264 -1.6782 -5.7294
H 0.6749 -1.4097 -4.0122
H -4.0286 -3.3276 1.4389
H -2.3821 -4.0829 2.0331
H 0.1344 -5.0175 1.6414
H 1.3657 -2.9853 0.2724
C 3.6479 -1.6330 -0.3840
C 4.0916 -1.0224 0.9395
C 4.4271 0.4581 0.7983
C 3.1001 -1.2874 2.0920
C 3.8062 -1.3449 3.4537
O 3.1718 -0.3140 4.2222
C 2.2258 0.2494 3.4515
N 2.0786 -0.2184 2.2693
C 1.5187 1.3393 4.1778
C 2.2242 1.8845 5.2577
C 1.6420 2.7930 6.1196
C 0.3128 3.1437 5.9481
C -0.3865 2.6332 4.8717
C 0.2008 1.7600 3.9536
P -0.7647 1.4706 2.4246
C -0.8824 3.1912 1.8272
C 0.0708 3.6143 0.9030
C 0.0733 4.9186 0.4294
C -0.8866 5.8145 0.8722
C -1.8345 5.4095 1.8050
C -1.8270 4.1102 2.2867
C -2.4152 0.9471 3.0089
C -2.4139 0.1611 4.0962
C -3.6139 -0.4220 4.6896
C -4.8126 -0.1982 4.1625
C -4.9940 0.6199 2.9316
C -3.7200 1.2559 2.2883
H 4.3629 -1.4032 -1.1773
H 2.6775 -1.2474 -0.7112
H 3.5722 -2.7210 -0.3172
H 5.0090 -1.5468 1.2276
H 3.5727 1.0234 0.4174
H 5.2533 0.5950 0.0994
H 4.7210 0.9021 1.7521
H 2.5785 -2.2266 1.9020
H 4.8694 -1.1144 3.3928
H 3.6709 -2.2884 3.9787
H 3.2422 1.5719 5.4299
H 2.2182 3.2041 6.9373
H -0.1743 3.8186 6.6390
H -1.4183 2.9257 4.7360
H 0.8470 2.9359 0.5605
H 0.8298 5.2350 -0.2773
H -0.8889 6.8333 0.5070
H -2.5720 6.1133 2.1687
H -2.5604 3.8168 3.0268
H -1.4790 -0.0393 4.6092
H -3.5024 -1.0141 5.5881
H -5.7013 -0.6132 4.6245
H -5.7696 1.3639 3.1206
H -3.8310 2.3351 2.1777
C -2.9101 -5.3749 -2.3885
Si -2.8674 -3.7209 -3.2462
C -3.1992 -3.8513 -5.0825
C -3.9491 -2.4516 -2.4070
Se -0.6335 -3.1837 -2.8342
H -3.9342 -5.7570 -2.3899
H -2.5836 -5.3046 -1.3490
H -2.2836 -6.1077 -2.8993
H -3.7836 -4.7540 -5.2768
H -2.2815 -3.9383 -5.6650
H -3.7795 -3.0052 -5.4548
H -4.9962 -2.7640 -2.4458
H -3.8813 -1.4777 -2.8973
H -3.6663 -2.3264 -1.3588
Te 2.6566 0.7686 -2.9293
C 1.7131 1.9392 -4.4096
C 1.5454 1.4485 -5.7037
C 0.8968 2.2153 -6.6609
C 0.4024 3.4716 -6.3296
C 0.5649 3.9611 -5.0420
C 1.2184 3.1975 -4.0817
C 4.6029 0.6764 -3.7204
C 5.0708 -0.5111 -4.2721
C 6.3662 -0.5773 -4.7678
C 7.1858 0.5404 -4.7208
C 6.7166 1.7269 -4.1723
C 5.4284 1.7960 -3.6637
H 1.9429 0.4762 -5.9717
H 0.7889 1.8382 -7.6699
H -0.0912 4.0740 -7.0814
H 0.2001 4.9481 -4.7865
H 1.3637 3.5939 -3.0836
H 4.4290 -1.3822 -4.3201
H 6.7311 -1.5009 -5.1974
H 8.1928 0.4878 -5.1127
H 7.3564 2.5987 -4.1356
H 5.0676 2.7188 -3.2274
*
```